(1)
{
  "formula": "C5H6O2",
  "method": "ωB97M-V/def2-TZVPD",
  "smiles": "C=C=C(C=O)CO",
  "homo_energy_ev": -9.93,
  "homo_lumo_gap_ev": 10.3,
  "charge": 0,
  "largest_force_ha_per_bohr": 0.008,
  "energy_ev": -9374.853,
  "lumo_ha": 0.015,
  "relative_energy_kcal_mol": 51.7,
  "species": ["O", "C", "C", "C", "C", "C", "O", "H", "H", "H", "H", "H", "H"],
  "coordinates": [[2.082, 0.511, -1.155], [1.582, 0.184, 0.117], [0.081, -0.075, 0.087], [-0.686, -0.716, 0.938], [-1.670, -1.196, 1.649], [-0.752, 0.629, -0.923], [-0.449, 1.694, -1.418], [1.620, 1.315, -1.438], [1.811, 0.970, 0.852], [2.106, -0.723, 0.433], [-2.174, -0.564, 2.377], [-2.025, -2.215, 1.526], [-1.708, 0.124, -1.162]]
}

(2)
{
  "formula": "C4H6NO3",
  "method": "ωB97M-V/def2-TZVPD",
  "smiles": "NC(=O)CCC(=O)[O-]",
  "homo_energy_ev": -4.18,
  "homo_lumo_gap_ev": 7.8,
  "charge": -1,
  "largest_force_ha_per_bohr": 0.011,
  "energy_ev": -11880.226,
  "lumo_ha": 0.132,
  "relative_energy_kcal_mol": 5.6,
  "species": ["O", "C", "O", "C", "C", "C", "N", "O", "H", "H", "H", "H", "H", "H"],
  "coordinates": [[0.517, 1.218, -2.552], [0.740, 0.219, -1.845], [0.939, -0.970, -2.191], [0.637, 0.424, -0.311], [-0.698, -0.191, 0.165], [-0.781, -0.127, 1.659], [-0.223, -1.196, 2.316], [-1.241, 0.791, 2.310], [1.420, -0.143, 0.175], [0.673, 1.482, -0.027], [-0.692, -1.227, -0.165], [-1.543, 0.332, -0.268], [0.114, -2.028, 1.860], [0.069, -1.006, 3.257]]
}

(3)
{
  "formula": "C26H48Cl3N4O4PtSi",
  "method": "ωB97M-V/def2-TZVPD",
  "spin_multiplicity": 3,
  "homo_energy_ev": [-3.49, -3.68],
  "homo_lumo_gap_ev": [5.6, 5.8],
  "charge": -1,
  "largest_force_ha_per_bohr": 0.265,
  "energy_ev": -90580.612,
  "s_squared": 2.004,
  "lumo_ha": [0.079, 0.079],
  "relative_energy_kcal_mol": 64.2,
  "species": ["C", "C", "H", "H", "H", "C", "C", "H", "H", "H", "H", "Pt", "Cl", "Cl", "H", "H", "C", "C", "N", "H", "C", "O", "H", "H", "H", "H", "H", "H", "C", "C", "N", "H", "C", "O", "H", "H", "H", "H", "O", "C", "C", "C", "H", "C", "H", "C", "H", "C", "C", "H", "H", "H", "Si", "Cl", "C", "C", "C", "H", "H", "H", "H", "H", "H", "H", "H", "H", "C", "N", "C", "C", "C", "N", "C", "C", "O", "H", "H", "H", "H", "H", "H", "H", "H", "H", "H", "H", "H"],
  "coordinates": [[3.269, 4.820, 0.083], [4.734, 4.479, -0.124], [3.157, 5.434, 0.993], [2.683, 3.890, 0.180], [2.874, 5.386, -0.771], [5.777, 5.133, 0.384], [5.710, 6.376, 1.224], [6.798, 4.775, 0.157], [4.879, 6.333, 1.948], [5.597, 7.282, 0.607], [6.644, 6.482, 1.774], [-1.829, -1.616, -0.141], [-2.709, -1.205, -2.495], [-0.865, 0.712, -0.193], [-3.237, -6.686, -0.593], [-5.824, -5.892, -1.168], [-3.444, -6.175, 0.350], [-5.720, -5.289, -0.246], [-4.325, -5.101, 0.073], [-2.517, -5.768, 0.777], [-3.720, -3.894, 0.064], [-2.495, -3.767, 0.272], [-6.215, -4.328, -0.432], [-4.493, -3.222, -0.174], [-3.980, -6.807, 1.043], [-6.207, -5.763, 0.624], [-1.475, 1.321, 3.963], [0.836, 0.686, 2.718], [-1.516, 0.293, 4.356], [0.745, -0.199, 3.376], [-0.665, -0.571, 3.565], [-2.541, -0.095, 4.300], [-1.181, -1.562, 2.785], [-0.592, -1.930, 1.720], [1.306, -1.053, 2.964], [-2.095, -2.061, 3.219], [-1.142, 0.285, 5.392], [1.130, 0.059, 4.369], [5.036, 2.076, -0.174], [4.983, 3.243, -0.996], [7.470, 2.821, -1.409], [6.260, 3.390, -1.832], [7.496, 2.231, -0.480], [8.615, 3.023, -2.194], [4.126, 3.155, -1.683], [6.176, 4.172, -3.000], [9.557, 2.568, -1.871], [8.547, 3.791, -3.369], [7.328, 4.369, -3.770], [5.203, 4.623, -3.258], [9.445, 3.942, -3.978], [7.259, 4.969, -4.681], [4.427, 0.556, -0.533], [-3.344, -0.362, 2.103], [5.406, -0.622, 0.533], [4.679, 0.211, -2.370], [2.614, 0.523, -0.106], [6.476, -0.393, 0.484], [5.240, -1.648, 0.185], [5.075, -0.536, 1.573], [2.457, 0.725, 0.960], [2.205, -0.469, -0.329], [2.032, 1.250, -0.681], [5.710, 0.418, -2.684], [4.000, 0.807, -2.993], [4.467, -0.851, -2.550], [-5.975, -1.182, 2.307], [-6.184, -1.450, 0.841], [-7.144, -2.570, 0.837], [-7.844, -2.655, -0.454], [-7.057, -2.515, -1.710], [-6.015, -1.527, -1.561], [-5.659, -1.065, -2.943], [-5.611, -1.259, -0.274], [-4.140, -1.142, -0.292], [-5.744, -0.134, 2.544], [-5.275, -1.911, 2.757], [-6.944, -1.417, 2.772], [-6.593, -3.470, 1.168], [-7.872, -2.325, 1.606], [-8.677, -1.955, -0.445], [-8.326, -3.636, -0.458], [-7.719, -2.128, -2.490], [-6.604, -3.467, -2.060], [-5.278, -1.904, -3.551], [-6.645, -0.824, -3.387], [-4.989, -0.211, -3.043]]
}

(4)
{
  "formula": "C12H17BrINO3PS",
  "method": "ωB97M-V/def2-TZVPD",
  "homo_energy_ev": -10.86,
  "homo_lumo_gap_ev": 6.7,
  "charge": 1,
  "largest_force_ha_per_bohr": 0.112,
  "energy_ev": -118605.928,
  "lumo_ha": -0.152,
  "species": ["C", "C", "C", "N", "S", "C", "C", "O", "I", "P", "O", "Br", "O", "C", "C", "C", "C", "C", "C", "C", "H", "H", "H", "H", "H", "H", "H", "H", "H", "H", "H", "H", "H", "H", "H", "H", "H"],
  "coordinates": [[0.440, 1.463, 1.756], [0.856, 1.390, 0.169], [2.371, 0.999, -0.083], [2.696, -0.300, -0.744], [2.199, -0.284, -2.462], [2.072, -1.540, -0.171], [1.820, -1.561, 1.402], [0.668, -1.912, 1.784], [3.224, -1.093, 2.985], [4.521, -0.575, -0.887], [5.035, -1.821, 0.156], [5.659, 1.254, -0.138], [-0.168, 0.612, -0.474], [-1.408, 1.375, -0.645], [-2.711, 0.473, -0.439], [-3.985, 1.186, 0.134], [-5.252, 0.291, 0.273], [-5.261, -1.224, -0.124], [-3.981, -1.913, -0.650], [-2.710, -1.039, -0.805], [-0.178, 2.405, 1.945], [-0.284, 0.577, 1.931], [1.355, 1.358, 2.426], [0.715, 2.483, -0.194], [2.835, 1.827, -0.746], [2.924, 1.112, 0.928], [3.092, 0.611, -3.054], [2.606, -2.522, -0.472], [1.031, -1.632, -0.675], [4.799, -2.681, -0.281], [-1.431, 2.351, -0.053], [-1.413, 1.694, -1.762], [-3.986, 2.282, 0.432], [-6.217, 0.735, 0.686], [-6.225, -1.844, -0.012], [-3.946, -3.018, -0.927], [-1.763, -1.520, -1.208]]
}

(5)
{
  "formula": "C4H10S2",
  "method": "ωB97M-V/def2-TZVPD",
  "spin_multiplicity": 2,
  "homo_energy_ev": [-12.24, -12.24],
  "homo_lumo_gap_ev": [6.8, 3.5],
  "charge": 1,
  "largest_force_ha_per_bohr": 0.104,
  "energy_ev": -25969.525,
  "s_squared": 0.755,
  "lumo_ha": [-0.200, -0.321],
  "relative_energy_kcal_mol": 76.0,
  "species": ["C", "S", "S", "H", "H", "H", "H", "C", "C", "C", "H", "H", "H", "H", "H", "H"],
  "coordinates": [[-0.764, 2.186, 1.720], [-1.828, 1.706, 2.928], [-2.370, -0.305, 2.819], [0.105, 2.732, 2.255], [-1.405, 3.061, 1.223], [-0.375, 1.427, 0.908], [-1.444, -1.133, 3.179], [1.756, -1.062, -2.432], [0.898, -1.376, -1.201], [-0.379, -0.913, -1.043], [1.358, -0.331, -3.122], [2.725, -0.745, -2.093], [1.802, -2.071, -2.877], [1.554, -1.753, -0.408], [-0.708, -0.875, -0.046], [-0.925, -0.547, -1.810]]
}

(6)
{
  "formula": "CClF2O2S",
  "method": "ωB97M-V/def2-TZVPD",
  "homo_energy_ev": -4.95,
  "homo_lumo_gap_ev": 8.7,
  "charge": -1,
  "largest_force_ha_per_bohr": 0.042,
  "energy_ev": -33925.099,
  "lumo_ha": 0.138,
  "relative_energy_kcal_mol": 24.0,
  "species": ["C", "O", "O", "F", "F", "S", "Cl"],
  "coordinates": [[-0.460, -0.517, 0.117], [2.000, -0.265, -0.676], [1.152, 1.651, 0.584], [-0.619, -0.867, 1.414], [-0.686, -1.593, -0.665], [0.983, 0.768, -0.578], [-2.371, 0.823, -0.196]]
}

(7)
{
  "formula": "C6H36O14",
  "method": "ωB97M-V/def2-TZVPD",
  "homo_energy_ev": -8.09,
  "homo_lumo_gap_ev": 8.0,
  "charge": 0,
  "largest_force_ha_per_bohr": 0.031,
  "energy_ev": -35470.984,
  "lumo_ha": -0.003,
  "relative_energy_kcal_mol": 62.0,
  "species": ["C", "C", "C", "C", "C", "C", "O", "H", "H", "H", "H", "H", "H", "H", "H", "H", "H", "H", "H", "O", "H", "H", "O", "H", "H", "O", "H", "H", "O", "H", "H", "O", "H", "H", "O", "H", "H", "O", "H", "H", "O", "H", "H", "O", "H", "H", "O", "H", "H", "O", "H", "H", "O", "H", "H", "O"],
  "coordinates": [[0.228, -2.776, 2.863], [0.992, -1.841, 1.895], [0.164, -0.913, 1.041], [0.715, 0.086, 0.343], [-0.105, 0.767, -0.662], [0.393, 1.809, -1.341], [-0.262, 2.621, -2.187], [-0.644, -2.284, 3.292], [0.888, -2.965, 3.708], [0.085, -3.719, 2.353], [1.569, -2.441, 1.176], [1.783, -1.363, 2.478], [-0.873, -1.214, 0.928], [1.667, 0.478, 0.658], [-1.147, 0.442, -0.643], [1.471, 1.973, -1.260], [-0.962, 2.101, -2.637], [-3.247, -0.750, -0.285], [-2.981, -0.600, 1.243], [-3.128, -1.244, 0.537], [-0.181, 3.093, 0.458], [-0.728, 4.467, 0.541], [-0.661, 3.662, 1.073], [-0.410, 0.034, -3.445], [-0.929, 0.968, -4.571], [-1.146, 0.617, -3.703], [-2.681, 2.912, 0.266], [-3.414, 1.838, -0.464], [-3.566, 2.703, -0.064], [-3.874, -0.762, -2.539], [-2.649, 0.116, -2.625], [-3.421, -0.059, -2.059], [0.877, -1.682, -3.863], [2.043, -0.710, -3.839], [1.147, -0.809, -4.166], [3.666, -0.960, 0.490], [4.206, -0.928, 1.832], [4.147, -1.548, 1.094], [-1.163, -3.434, -0.507], [-0.985, -1.903, -0.567], [-1.118, -2.691, -1.115], [3.322, 1.572, 2.248], [2.436, 1.319, 3.496], [2.566, 1.073, 2.573], [0.494, -2.372, -1.708], [1.856, -3.109, -1.682], [1.411, -2.352, -2.071], [-1.570, 1.287, 2.368], [-2.990, 1.770, 2.626], [-2.483, 1.220, 2.024], [0.515, 1.544, 3.106], [-0.234, 2.938, 3.392], [-0.251, 1.986, 3.484], [3.743, 0.191, -2.294], [2.359, -0.411, -1.662], [3.061, 0.255, -1.626]]
}

(8)
{
  "formula": "C4H4NO",
  "method": "ωB97M-V/def2-TZVPD",
  "homo_energy_ev": -16.53,
  "homo_lumo_gap_ev": 8.9,
  "charge": 1,
  "largest_force_ha_per_bohr": 0.233,
  "energy_ev": -7738.915,
  "lumo_ha": -0.279,
  "relative_energy_kcal_mol": 35.3,
  "species": ["C", "C", "C", "C", "N", "O", "H", "H", "H", "H"],
  "coordinates": [[0.110, 0.009, 1.286], [0.885, 0.074, 0.184], [-1.233, 0.225, 1.253], [0.457, -0.006, -1.240], [-2.130, 0.599, 0.679], [-0.643, -0.370, -1.659], [0.549, 0.013, 2.258], [2.020, -0.117, 0.350], [-1.342, -0.274, -1.224], [1.328, -0.153, -1.887]]
}

> Look up the charge of the seventh one.

0